DFT (ωB97M-V with the def2-TZVPD basis set) results for a cluster of 2 separate species, C14H17BClFN3O6S in total in a non-equilibrium geometry.

Results
multiplicity	1
energy	-2142.2049	hartree
total charge	+1

Positions of all 44 atoms, in Å:
C (-0.2000, -0.6211, 1.3833)
C (-0.0082, -1.1007, -0.0257)
N (1.1244, -1.3914, -0.5351)
C (-1.2732, -1.1705, -0.8626)
C (-1.2208, -2.1204, -2.0497)
S (-0.6014, -3.7924, -1.5635)
C (0.6191, -3.8386, -2.7670)
O (1.4059, -4.8617, -2.9323)
B (2.7538, -4.7034, -2.3585)
O (3.1357, -5.4990, -1.3555)
O (3.6035, -3.7826, -2.8918)
N (0.6583, -2.7483, -3.4789)
F (1.4799, -2.5484, -4.5159)
C (-0.2289, -1.6546, -3.1363)
C (-0.7189, -0.7596, -4.2784)
C (0.1439, 0.4864, -4.3343)
O (1.3231, 0.4800, -4.3674)
Cl (-0.7372, 2.0071, -4.3037)
H (0.5992, -0.9745, 2.0297)
H (-1.1795, -0.8849, 1.7649)
H (-0.1328, 0.4623, 1.3343)
H (1.8498, -1.2608, 0.1686)
H (-1.5315, -0.1660, -1.2096)
H (-2.0903, -1.4836, -0.2131)
H (-2.1932, -2.2237, -2.5286)
H (2.4829, -6.1576, -1.0876)
H (3.5086, -2.9245, -2.4554)
H (0.4399, -0.9963, -2.5785)
H (-0.6174, -1.2196, -5.2615)
H (-1.7425, -0.4325, -4.1175)
C (-0.0216, 4.9999, 5.6038)
C (-0.7018, 5.6453, 4.5793)
C (-1.2403, 4.9137, 3.5345)
C (-1.0881, 3.5391, 3.5388)
C (-0.4094, 2.8776, 4.5466)
C (0.1272, 3.6191, 5.5853)
N (-1.6764, 2.7598, 2.4437)
O (-2.2494, 3.3566, 1.5596)
O (-1.5568, 1.5431, 2.4745)
H (0.3929, 5.5751, 6.4206)
H (-0.8154, 6.7199, 4.5958)
H (-1.7706, 5.4081, 2.7347)
H (-0.3012, 1.8038, 4.5276)
H (0.6586, 3.1197, 6.3830)

Cartesian forces (eV/Å) of the 6 atoms listed first:
C 0.314 -0.018 -0.664
C 0.321 -0.067 0.134
N -0.333 -0.034 0.041
C 0.051 -0.447 0.107
C 0.456 -0.286 -1.013
S -0.490 -0.366 0.089



DFT (ωB97M-V with the def2-TZVPD basis set) results for a cluster of 9 separate species, C22H63NO22S7 in total in a non-equilibrium geometry.

Results
multiplicity	1
energy	-5373.1790	hartree

Positions of all 115 atoms, in Å:
N (-0.2278, -0.0263, 0.0703)
H (-0.3457, 0.9135, -0.3035)
H (-1.1219, -0.3530, 0.4753)
H (0.4292, -0.0901, 0.8439)
H (0.0560, -0.7507, -0.5834)
C (-2.8641, 0.0930, 2.2849)
O (-2.6130, -0.8911, 1.3459)
H (-3.8295, 0.6000, 2.1342)
H (-2.8239, -0.3841, 3.2736)
H (-2.1110, 0.9025, 2.2883)
O (1.3090, -2.8089, 4.1986)
S (1.1573, -1.4070, 3.8843)
O (1.3190, -0.8933, 2.5425)
O (-0.3212, -0.8819, 4.4955)
C (-0.7931, -1.5217, 5.6813)
C (-2.0437, -0.7869, 6.2221)
C (2.2450, -0.4851, 5.0063)
H (-0.0480, -1.6931, 6.4607)
H (-1.1053, -2.5329, 5.4112)
H (-1.8095, 0.2526, 6.4498)
H (-2.3162, -1.2953, 7.1482)
H (-2.8993, -0.8556, 5.5534)
H (1.8442, 0.5269, 5.0187)
H (3.2136, -0.5720, 4.5175)
H (2.1711, -0.9742, 5.9742)
O (4.5374, -1.3600, -1.0976)
S (3.4464, -0.6026, -1.6887)
O (2.3238, -0.1860, -0.8876)
O (4.0168, 0.7341, -2.4455)
C (5.3684, 0.8060, -2.8993)
C (5.4489, 2.0403, -3.8518)
C (2.8116, -1.4514, -3.1592)
H (5.7319, -0.1459, -3.2895)
H (5.9819, 0.9624, -2.0098)
H (4.5950, 1.9811, -4.5269)
H (6.4140, 2.1667, -4.3374)
H (5.2751, 2.9561, -3.2848)
H (2.5458, -2.4431, -2.7953)
H (3.6039, -1.4888, -3.9048)
H (1.9388, -0.9128, -3.5190)
O (1.6674, 4.3523, 2.4460)
S (0.8196, 3.1876, 2.6757)
O (1.1850, 1.9542, 2.0591)
O (0.6753, 2.9368, 4.3271)
C (0.4667, 4.0227, 5.1895)
C (0.1559, 3.5829, 6.6161)
C (-0.8991, 3.6868, 2.3826)
H (-0.2698, 4.7564, 4.8497)
H (1.3696, 4.6400, 5.1964)
H (0.2035, 4.3997, 7.3345)
H (1.0194, 2.9701, 6.8891)
H (-0.7436, 2.9806, 6.7279)
H (-1.2016, 3.7110, 1.3393)
H (-1.0206, 4.6563, 2.8609)
H (-1.4845, 2.9452, 2.9267)
O (-0.6463, 4.9990, -1.1389)
S (0.0977, 3.7657, -1.3896)
O (-0.1479, 2.5934, -0.5677)
O (0.0629, 3.4556, -2.9647)
C (0.7303, 2.2470, -3.4190)
C (0.0700, 1.6638, -4.6742)
C (1.8507, 4.1870, -1.0713)
H (0.9123, 1.4835, -2.6600)
H (1.7651, 2.4787, -3.6839)
H (-0.9013, 1.1881, -4.5319)
H (0.6181, 0.8738, -5.1874)
H (-0.1239, 2.4921, -5.3578)
H (2.1073, 5.0959, -1.6115)
H (2.4342, 3.3200, -1.3837)
H (2.0564, 4.3249, -0.0104)
O (-4.1696, 0.0836, -1.4309)
S (-3.3443, 1.1467, -1.9257)
O (-1.9528, 1.0188, -2.2478)
O (-4.1109, 1.8670, -3.2092)
C (-5.4224, 1.4254, -3.4899)
C (-5.8328, 1.7916, -4.9193)
C (-3.5081, 2.5692, -0.8682)
H (-6.1443, 1.9180, -2.8295)
H (-5.6711, 0.3827, -3.2897)
H (-5.5065, 2.7884, -5.2098)
H (-6.9175, 1.7192, -4.9934)
H (-5.4087, 1.0307, -5.5761)
H (-4.5734, 2.6192, -0.6430)
H (-3.0761, 3.3908, -1.4354)
H (-3.0560, 2.4877, 0.1200)
O (1.0726, -2.7367, -0.3607)
S (0.9917, -4.0349, 0.2744)
O (1.1303, -5.2878, -0.4185)
O (2.0766, -4.0114, 1.4760)
C (3.3335, -3.3302, 1.2927)
C (4.1545, -3.3434, 2.5691)
C (-0.5371, -4.0194, 1.3299)
H (3.1271, -2.2775, 1.1005)
H (3.8907, -3.7611, 0.4614)
H (4.6747, -4.2482, 2.8879)
H (3.5443, -3.1462, 3.4525)
H (4.8956, -2.5434, 2.5957)
H (-0.5418, -3.2325, 2.0794)
H (-0.6248, -4.9820, 1.8334)
H (-1.3863, -3.9359, 0.6521)
O (-2.3401, -2.2253, -1.7052)
S (-1.4104, -2.2629, -2.8021)
O (-0.2404, -1.3761, -2.8467)
O (-0.8279, -3.7548, -3.1022)
C (-1.6707, -4.8554, -2.7647)
C (-1.0502, -6.1345, -3.2724)
C (-2.2345, -1.9564, -4.4090)
H (-2.6514, -4.6796, -3.2149)
H (-1.8717, -4.9188, -1.6944)
H (-0.2331, -6.4877, -2.6457)
H (-0.6890, -6.0873, -4.3011)
H (-1.8322, -6.8913, -3.3572)
H (-3.0803, -2.6471, -4.3761)
H (-1.6409, -2.2021, -5.2847)
H (-2.6742, -0.9616, -4.3665)

Cartesian forces (eV/Å) of the 6 atoms listed first:
N 0.069 -0.905 0.567
H 0.419 -0.321 -0.191
H -1.742 -0.517 0.714
H 0.256 0.470 0.022
H 0.075 0.324 -0.524
C 0.386 -1.450 -0.815



DFT (ωB97M-V with the def2-TZVPD basis set) results for a cluster of 3 separate species, C4H8N4 in total in a non-equilibrium geometry.

Results
multiplicity	1
ΔE to the lowest compared entry with this formula, charge and spin	192.67	kcal per mole
energy	-375.9414	hartree

Positions of all 16 atoms, in Å:
C (0.2829, -1.0146, 0.0509)
C (-1.6502, -0.2061, 0.6157)
C (-1.4016, 1.2411, 0.7604)
C (-1.2645, 0.4967, -0.6716)
H (1.6133, 0.7001, -0.3555)
H (3.2123, -0.5480, -1.0930)
H (1.7587, -1.2947, 1.5041)
H (-2.6492, -0.6069, 0.7009)
H (-2.1637, 2.0248, 0.8041)
H (-0.3248, 1.3946, 0.9499)
H (-2.0068, 0.7672, -1.5686)
H (0.7879, 0.1940, -1.7314)
N (2.6576, -0.3360, -0.1423)
N (1.6618, -1.5798, 0.0922)
N (-0.6532, -1.1505, 0.9450)
N (0.1395, -0.0819, -0.8608)

Cartesian forces (eV/Å) of the 6 atoms listed first:
C 2.373 -1.710 2.492
C -1.792 -0.770 -1.104
C 1.949 -0.254 -2.461
C -0.698 0.767 -0.526
H 3.940 -3.308 0.525
H -2.039 0.630 2.267



DFT (ωB97M-V with the def2-TZVPD basis set) results for a cluster of 2 separate species, C10H14ClF3N3O6PS in total in a non-equilibrium geometry.

Results
multiplicity	1
energy	-2504.4920	hartree

Positions of all 39 atoms, in Å:
N (2.7837, -0.1800, -0.5699)
C (1.5617, 0.5529, -0.4129)
N (0.3826, -0.1859, -0.3656)
C (-0.3186, -0.2375, -1.6856)
C (-1.8462, -0.5108, -1.4302)
C (-2.5583, 0.5360, -0.5272)
C (-2.3007, 0.6609, 0.9121)
C (-3.0143, 1.6318, 1.7511)
C (-4.0154, 2.4940, 1.1384)
C (-4.2619, 2.4078, -0.2976)
C (-3.5468, 1.4439, -1.1294)
N (1.5785, 1.8728, -0.2882)
Cl (0.1453, 2.7634, -0.0661)
P (3.1351, 2.7407, -0.3108)
O (2.8121, 4.1113, 0.1523)
O (3.7961, 2.7929, -1.8052)
O (4.2008, 2.0611, 0.7592)
H (2.5585, -1.1517, -0.8508)
H (3.1463, -0.2834, 0.3934)
H (0.6336, -1.1324, -0.0731)
H (-0.0997, 0.6500, -2.3294)
H (0.0702, -1.1352, -2.2523)
H (-1.9013, -1.4959, -0.8772)
H (-2.4376, -0.6535, -2.3722)
H (-1.5611, -0.0090, 1.4066)
H (-2.7721, 1.6408, 2.8355)
H (-4.5632, 3.1979, 1.8052)
H (-5.0276, 3.0951, -0.7182)
H (-3.7677, 1.4025, -2.2173)
H (3.1486, 3.2935, -2.3455)
H (3.7375, 1.9424, 1.6140)
C (1.7833, -4.5308, 1.9478)
F (2.1394, -3.4743, 2.7167)
F (2.9306, -5.1227, 1.5621)
F (1.1618, -5.4002, 2.7616)
S (0.7277, -4.0320, 0.5116)
O (1.5559, -3.0853, -0.2559)
O (-0.4443, -3.4125, 1.1045)
O (0.4473, -5.2589, -0.1914)

Cartesian forces (eV/Å) of the 6 atoms listed first:
N -1.579 0.872 1.684
C -0.874 -3.036 -0.036
N 1.947 1.442 -1.080
C -1.428 -0.920 -0.799
C -0.305 -0.134 1.013
C -1.078 1.685 0.678



DFT (ωB97M-V with the def2-TZVPD basis set) results for a cluster of 2 separate species, C2H3BrN2O in total.

Results
multiplicity	1
ΔE to the lowest compared entry with this formula, charge and spin	38.41	kcal per mole
energy	-2836.6403	hartree

Positions of all 9 atoms, in Å:
C (-0.1153, -1.4455, -0.3662)
C (0.6181, -0.5498, 0.4786)
N (-0.4230, 1.8711, -0.0775)
N (-1.0620, 0.9773, 0.2952)
O (-1.0091, -2.1616, 0.0294)
Br (1.9563, 0.5290, -0.1991)
H (0.1553, -1.3962, -1.4368)
H (0.5744, -0.6577, 1.5531)
H (-0.6947, 2.8335, -0.2767)

Cartesian forces (eV/Å) of the 6 atoms listed first:
C 0.097 -0.144 -0.472
C -0.511 0.612 0.376
N 0.507 -0.259 0.028
N 0.624 0.181 -0.034
O -0.023 -0.142 0.127
Br 0.116 -0.469 0.057



DFT (ωB97M-V with the def2-TZVPD basis set) results for a structure of composition C49H38Cl3N4O2PS5Sc in a non-equilibrium geometry.

Results
multiplicity	1
ΔE to the lowest compared entry with this formula, charge and spin	16.91	kcal per mole
energy	-6733.0945	hartree
total charge	+1

Positions of all 103 atoms, in Å:
Sc (-0.0967, 0.4642, -0.5388)
N (-1.5217, 2.7251, 3.0868)
C (-2.9118, 2.9281, 3.0963)
C (-3.4517, 3.9124, 3.9052)
C (-4.8282, 4.0870, 3.9728)
C (-5.6674, 3.2796, 3.2324)
C (-5.1300, 2.3093, 2.3939)
C (-3.7629, 2.1400, 2.3259)
S (-3.0884, 0.9055, 1.2211)
N (-1.4309, 1.1005, 1.3782)
C (-0.8678, 1.8705, 2.2490)
C (0.6045, 1.7909, 2.3316)
C (1.3538, 2.3992, 3.3401)
C (2.7350, 2.3095, 3.2995)
C (3.3310, 1.6129, 2.2616)
C (2.5127, 0.9902, 1.3313)
N (1.1873, 1.0678, 1.3578)
H (-0.9852, 3.3545, 3.6619)
H (-2.7923, 4.5384, 4.4889)
H (-5.2336, 4.8511, 4.6159)
H (-6.7372, 3.3904, 3.3002)
H (-5.7685, 1.6721, 1.8030)
H (0.8883, 2.9308, 4.1561)
H (3.3342, 2.7830, 4.0635)
H (4.4040, 1.5465, 2.1770)
H (2.9346, 0.4189, 0.5122)
O (-1.5332, 1.5488, -1.3869)
N (-2.5822, 1.2153, -2.1227)
C (-3.1781, 2.1537, -2.8717)
C (-4.2383, 1.8465, -3.6849)
C (-4.7091, 0.5314, -3.7194)
C (-4.1126, -0.4138, -2.9221)
C (-3.0297, -0.0717, -2.1015)
S (-2.2292, -1.1593, -1.0725)
H (-2.7604, 3.1437, -2.7872)
H (-4.6910, 2.6192, -4.2809)
H (-5.5295, 0.2648, -4.3658)
H (-4.4458, -1.4382, -2.8978)
Cl (-0.2208, -1.6573, 1.3892)
C (-0.1098, -3.2393, 0.6912)
C (-0.6392, -4.3287, 1.3599)
C (-0.4979, -5.5929, 0.8109)
C (0.2089, -5.7713, -0.3674)
C (0.7383, -4.6773, -1.0252)
C (0.5520, -3.3890, -0.5229)
P (1.1238, -1.9144, -1.4438)
C (2.6749, -2.6490, -2.0757)
C (2.8742, -2.9122, -3.4254)
C (4.0619, -3.4772, -3.8488)
C (5.0614, -3.7694, -2.9354)
C (4.8693, -3.4983, -1.5888)
C (3.6836, -2.9354, -1.1590)
C (0.0808, -1.9974, -2.9532)
C (-0.6767, -3.0913, -3.3526)
C (-1.4583, -3.0098, -4.4922)
C (-1.4896, -1.8467, -5.2434)
C (-0.7349, -0.7512, -4.8496)
C (0.0423, -0.8252, -3.7083)
H (-1.1515, -4.1896, 2.2981)
H (-0.9266, -6.4425, 1.3166)
H (0.3384, -6.7628, -0.7743)
H (1.3125, -4.8174, -1.9304)
H (2.1020, -2.6764, -4.1418)
H (4.2027, -3.6945, -4.8971)
H (5.9937, -4.1947, -3.2737)
H (5.6474, -3.7292, -0.8754)
H (3.5279, -2.7215, -0.1111)
H (-0.6869, -3.9933, -2.7590)
H (-2.0517, -3.8646, -4.7798)
H (-2.1185, -1.7857, -6.1178)
H (-0.7529, 0.1576, -5.4324)
H (0.6412, 0.0268, -3.3932)
Cl (2.8413, -1.7308, 2.5655)
C (3.0509, -3.3731, 3.1975)
Cl (2.5891, -4.5884, 1.9887)
H (2.4055, -3.4736, 4.0684)
H (4.1044, -3.5164, 3.4364)
O (1.2623, 1.3998, -1.3499)
C (1.9930, 2.3057, -2.1060)
C (3.4223, 1.8124, -2.2119)
C (4.6029, 2.4456, -1.9779)
C (5.7230, 1.6039, -2.1661)
C (5.3774, 0.3454, -2.5298)
S (3.6727, 0.1616, -2.6588)
C (2.0482, 3.6980, -1.5125)
C (2.3019, 4.8588, -2.1770)
C (2.4136, 5.9775, -1.3230)
C (2.2543, 5.6510, -0.0175)
S (1.9469, 3.9655, 0.1902)
C (1.4029, 2.4511, -3.4958)
C (1.9444, 2.2244, -4.7222)
C (1.0599, 2.5363, -5.7822)
C (-0.1354, 3.0028, -5.3424)
S (-0.2111, 3.0560, -3.6220)
H (4.6888, 3.4793, -1.6938)
H (6.7363, 1.9374, -2.0345)
H (6.0149, -0.4886, -2.7406)
H (2.4263, 4.9121, -3.2452)
H (2.6027, 6.9767, -1.6721)
H (2.3073, 6.2857, 0.8431)
H (2.9471, 1.8673, -4.8736)
H (1.3111, 2.4077, -6.8199)
H (-0.9719, 3.3475, -5.9170)

Cartesian forces (eV/Å) of the 6 atoms listed first:
Sc -1.128 -1.019 1.358
N 0.552 -0.223 -0.036
C -0.714 0.090 0.050
C 0.064 -0.121 -0.098
C 0.043 0.012 0.029
C -0.005 -0.085 -0.064



DFT (ωB97M-V with the def2-TZVPD basis set) results for a structure of composition C4H6NOS in a non-equilibrium geometry.

Results
multiplicity	1
ΔE to the lowest compared entry with this formula, charge and spin	68.86	kcal per mole
energy	-683.8198	hartree
total charge	+1

Positions of all 13 atoms, in Å:
C (0.1514, 0.6222, -0.8733)
C (-0.5490, 0.3668, 1.4639)
C (-0.2508, 0.0073, -2.1666)
C (0.2550, -0.7161, 2.0443)
N (-0.4116, 0.7462, 0.2705)
O (0.8014, 0.5963, -2.9198)
S (1.5282, 1.3914, -1.7359)
H (-1.3802, 0.8126, 1.9760)
H (-0.1918, -1.2046, -2.1117)
H (-1.1132, 0.4282, -2.5200)
H (-0.4183, -1.3923, 2.5162)
H (0.8064, -1.2281, 1.2160)
H (0.7726, -0.4301, 2.8406)

Cartesian forces (eV/Å) of the 6 atoms listed first:
C 1.483 1.691 0.483
C -0.129 -0.115 -0.509
C 2.262 -3.396 1.078
C -1.786 -1.546 -4.065
N 0.399 -0.204 -1.096
O -0.065 -1.219 -2.207